1.
ORCA calculation (ωB97M-V/def2-TZVPD) on 3 unconnected molecules or ions with the total composition C2H10NO3.

Values from the calculation:
- spin multiplicity = 2
- gap between HOMO and LUMO (spin up / spin down) (hartree) = 0.406 / 0.231
- <S²> = 0.757
- ΔE to the lowest compared entry with this formula, charge and spin (kcal per mole) = 23.4
- total energy (a.u.) = -362.5410

Positions of all 16 atoms, in Å:
C 1.60052 0.44299 -0.00815
O 0.92498 1.62311 -0.09523
C 0.96826 -0.62186 -1.01717
N -0.46089 -0.47533 -1.12764
H 2.63294 0.64069 -0.32709
H 1.47027 -0.02392 0.98280
H 1.51411 -0.47738 -1.95974
H 1.08266 -1.66483 -0.79001
H -0.87223 -0.76954 -0.22326
H -0.91479 0.39699 -1.38334
H -1.45029 -1.48631 2.17939
H -1.64448 -0.21594 1.14647
O -1.60497 -1.27671 1.25362
H -1.96685 1.16842 0.20154
H -0.01205 1.61397 0.28403
O -1.26720 1.12565 0.88377

Force components x, y, z for each atom (eV/Å):
-1.054 0.215 0.733
1.076 1.061 -0.629
-0.885 0.203 -1.997
0.849 0.332 1.377
-0.214 -0.476 0.286
0.471 0.158 -0.112
-0.594 0.293 -0.054
0.535 -0.360 0.886
-0.280 -0.955 -0.448
0.647 0.014 -0.638
0.001 0.178 -0.140
0.512 -1.304 1.215
-0.403 0.432 -0.276
0.147 0.672 0.600
0.168 -0.631 0.515
-0.975 0.168 -1.317

=====

2.
ORCA calculation (ωB97M-V/def2-TZVPD) on 2 unconnected molecules or ions with the total composition C2H10NOS.

Values from the calculation:
- gap between HOMO and LUMO (hartree) = 0.345
- total charge = +1
- ΔE to the lowest compared entry with this formula, charge and spin (kcal per mole) = 22.7
- total energy (a.u.) = -610.1013

Positions of all 15 atoms, in Å:
C -0.34275 -0.21719 -0.57919
C -1.24266 -0.92650 0.33455
S -1.77577 -2.53971 -0.25875
N 0.02606 1.22405 0.06723
H -0.89316 -0.01426 -1.58127
H 0.54681 -0.74458 -0.64032
H -2.17970 -0.42437 0.62886
H -0.55592 -1.19266 1.20517
H -3.16794 -2.38608 -0.45848
H -0.14048 1.98439 -0.70012
H 1.06258 1.25756 0.39660
H -0.75814 1.46631 0.66273
H 3.50331 1.09788 0.95326
H 3.17780 0.42282 -0.36163
O 2.73997 0.99233 0.33136

Force components x, y, z for each atom (eV/Å):
-2.367 3.256 -1.847
-0.179 -1.126 2.516
-1.229 -0.757 -0.722
-0.434 0.392 -3.210
1.465 -0.269 1.517
1.750 -0.719 -0.711
0.777 0.258 0.110
-1.460 0.504 -0.387
1.684 0.308 0.261
1.024 -1.753 1.395
-1.479 0.041 -0.059
0.509 -0.147 1.130
-1.140 0.185 -0.350
-0.924 0.831 0.751
2.003 -1.003 -0.396

=====

3.
ORCA calculation (ωB97M-V/def2-TZVPD) on 2 unconnected molecules or ions with the total composition C2H10NOS2.

Values from the calculation:
- spin multiplicity = 2
- gap between HOMO and LUMO (spin up / spin down) (hartree) = 0.111 / 0.295
- <S²> = 0.755
- ΔE to the lowest compared entry with this formula, charge and spin (kcal per mole) = 59.4
- total energy (a.u.) = -1008.3838

Positions of all 16 atoms, in Å:
N -1.22113 1.36865 -0.68339
C -0.24334 1.19383 0.63455
C -0.21932 -0.33198 0.93980
S 1.61771 -1.00892 0.62655
S 1.80527 -0.17302 -1.24136
H -2.20868 1.26785 -0.64577
H -1.09843 2.10857 -1.33540
H -1.07293 0.56499 -1.25387
H 0.72816 1.59119 0.53377
H -0.70739 1.86112 1.42073
H -0.73915 -0.98477 0.09966
H -0.58176 -0.63091 1.91777
H 1.33996 -1.23294 -1.90138
H -4.77242 -0.24824 0.80442
H -3.34343 -0.57001 1.03676
O -3.87345 0.05405 0.56223

Force components x, y, z for each atom (eV/Å):
1.420 -0.300 0.124
-3.308 -1.056 1.557
-0.243 -0.120 -2.858
0.104 -1.142 2.842
-0.295 1.081 -1.818
-1.739 0.189 1.759
0.734 1.586 -0.575
1.237 -1.112 -0.517
0.959 0.405 -1.411
0.116 -1.105 -0.723
0.699 1.553 1.869
0.146 0.114 0.076
-0.005 -0.186 -0.229
0.426 0.471 -0.379
1.002 -0.633 0.490
-1.251 0.255 -0.207

=====

4.
ORCA calculation (ωB97M-V/def2-TZVPD) on 2 unconnected molecules or ions with the total composition C2H10NOS2.

Values from the calculation:
- gap between HOMO and LUMO (hartree) = 0.323
- total charge = +1
- ΔE to the lowest compared entry with this formula, charge and spin (kcal per mole) = 26.4
- total energy (a.u.) = -1008.2965

Positions of all 16 atoms, in Å:
N -0.13302 -1.70444 0.15571
C -1.28179 -0.73970 0.11141
C -0.71953 0.58207 -0.43533
S -1.86470 2.05017 -0.20814
S -0.69447 3.58797 -0.55206
H 0.81970 -1.22494 0.13910
H -0.11253 -2.50088 -0.58057
H -0.29071 -2.27539 0.95610
H -1.70944 -0.70738 1.15220
H -2.09317 -1.22441 -0.55181
H 0.27803 0.75548 0.05973
H -0.42973 0.59531 -1.52588
H 0.00503 3.93591 0.44648
H 2.66836 0.21112 0.79954
H 3.17546 -0.85305 -0.14632
O 2.38251 -0.48785 0.17981

Force components x, y, z for each atom (eV/Å):
0.485 -1.932 -1.883
-1.609 -0.331 -1.221
0.899 0.801 -0.425
-0.105 -1.799 1.146
-0.365 0.939 -3.571
-0.549 -0.472 0.395
-0.202 2.125 0.750
0.554 -0.311 1.358
0.581 0.418 -1.060
1.230 0.986 0.994
-1.244 0.240 -0.077
-0.619 -0.595 0.954
0.917 -0.001 2.644
-0.264 -0.412 -0.361
1.548 -0.807 -0.754
-1.256 1.152 1.109

=====

5.
ORCA calculation (ωB97M-V/def2-TZVPD) on C2H10NP in the gas phase.

Values from the calculation:
- gap between HOMO and LUMO (hartree) = 0.333
- ΔE to the lowest compared entry with this formula, charge and spin (kcal per mole) = 18.6
- total energy (a.u.) = -478.1783

Positions of all 14 atoms, in Å:
N 1.66411 -0.30732 -0.69822
C 1.13057 0.26558 0.54336
C -0.27484 0.88173 0.20455
P -1.58290 -0.47712 -0.15533
H 1.92419 -1.27547 -0.60059
H 2.40850 0.24482 -1.09161
H 1.01724 -0.49431 1.33710
H 1.75154 1.07764 0.96616
H -0.63824 1.51411 1.04658
H -0.13854 1.56294 -0.66115
H -2.47644 0.08372 0.82746
H -1.62830 -0.04268 -1.52570
H -0.62260 -1.48494 0.23831
H -2.53429 -1.54871 -0.43091

Force components x, y, z for each atom (eV/Å):
-0.226 -0.080 0.360
-1.188 0.934 -0.201
0.765 0.337 0.766
0.612 0.185 -0.244
0.317 0.069 -0.039
0.146 -0.153 0.008
0.120 0.155 -0.375
0.027 -0.488 -0.214
0.184 -0.351 -0.302
-0.159 -0.429 0.306
0.131 -0.191 -0.307
-0.298 -0.262 0.248
-0.303 0.182 -0.001
-0.128 0.093 -0.004

=====

6.
ORCA calculation (ωB97M-V/def2-TZVPD) on 2 unconnected molecules or ions with the total composition C2H10NS.

Values from the calculation:
- gap between HOMO and LUMO (hartree) = 0.365
- total charge = +1
- ΔE to the lowest compared entry with this formula, charge and spin (kcal per mole) = 60.4
- total energy (a.u.) = -534.7925

Positions of all 14 atoms, in Å:
N 1.72565 1.11358 -1.83608
H 1.14973 1.13380 -2.59433
H 1.80133 0.20369 -1.41819
H 2.62196 1.59627 -1.85356
H 0.43799 0.94161 0.83858
C -0.03262 -0.99068 -0.36796
S -0.64483 0.45384 0.38233
C -1.45453 0.09674 1.95658
H -0.37365 -1.06121 -1.50576
H -0.68392 -1.88578 -0.18588
H 0.80544 -1.50940 -0.27182
H -1.04154 -0.39525 2.84451
H -2.08721 0.94062 2.25033
H -2.22383 -0.63785 1.76125

Force components x, y, z for each atom (eV/Å):
1.563 0.097 3.555
-1.236 0.214 -2.623
0.366 -0.092 -0.440
-0.632 -0.223 -0.476
1.958 1.027 0.585
-6.054 -1.945 -3.870
-1.462 -0.208 0.273
-1.576 -0.974 0.582
1.210 1.198 2.020
-0.354 0.961 0.933
4.622 -0.779 1.022
1.269 0.650 -0.499
0.682 0.368 -0.215
-0.356 -0.294 -0.845

=====

7.
ORCA calculation (ωB97M-V/def2-TZVPD) on 2 unconnected molecules or ions with the total composition C2H10NS.

Values from the calculation:
- gap between HOMO and LUMO (hartree) = 0.381
- total charge = +1
- ΔE to the lowest compared entry with this formula, charge and spin (kcal per mole) = 6.4
- total energy (a.u.) = -534.8786

Positions of all 14 atoms, in Å:
C 1.47935 0.93876 -0.28600
N 1.11051 -0.49465 -0.04221
C 1.82476 -1.10000 1.11969
H 0.98156 1.27809 -1.18703
H 1.12272 1.52339 0.55603
H 2.55615 0.99466 -0.41530
H 1.30154 -1.02936 -0.88742
H 0.10176 -0.52482 0.12942
H 2.87070 -0.83815 1.04728
H 1.69461 -2.17915 1.09803
H 1.40694 -0.68377 2.02620
S -2.19249 0.27329 -0.36069
H -3.32256 0.94072 -0.09387
H -2.14348 0.73108 -1.61884

Force components x, y, z for each atom (eV/Å):
-0.115 -0.136 -0.053
0.097 0.319 0.031
-0.064 -0.109 -0.057
-0.062 0.004 -0.077
0.171 0.037 0.063
-0.004 0.082 0.119
-0.057 -0.105 -0.017
-0.102 -0.098 -0.132
0.208 -0.045 -0.020
-0.017 0.050 0.037
-0.056 0.046 0.156
-0.093 -0.029 -0.196
0.089 0.010 0.154
0.003 -0.025 -0.006

=====

8.
ORCA calculation (ωB97M-V/def2-TZVPD) on 2 unconnected molecules or ions with the total composition C2H10NS.

Values from the calculation:
- gap between HOMO and LUMO (hartree) = 0.302
- total charge = +1
- ΔE to the lowest compared entry with this formula, charge and spin (kcal per mole) = 11.3
- total energy (a.u.) = -534.8708

Positions of all 14 atoms, in Å:
N 1.17448 3.25477 -0.08063
H 0.25626 3.62001 0.18710
H 1.57506 2.64917 0.64293
H 1.10092 2.74930 -0.96372
H 1.80885 4.06710 -0.13189
C -1.60266 -2.20838 0.20925
C -0.27794 -1.81111 -0.40544
S 0.48770 -0.38912 0.42530
H -1.59184 -2.55423 1.24117
H -2.07701 -2.98108 -0.39630
H -2.27560 -1.35049 0.24866
H 0.39525 -2.63749 -0.61033
H -0.50544 -1.45083 -1.40285
H 1.53197 -0.95762 1.03675

Force components x, y, z for each atom (eV/Å):
0.466 0.761 0.454
-0.027 -0.324 0.143
-0.440 -0.286 -0.063
0.139 -0.076 -0.079
-0.186 -0.283 -0.447
-0.511 -0.001 0.404
-0.510 0.044 -0.590
0.269 0.205 0.101
0.524 -0.200 0.003
0.010 0.008 -0.027
-0.014 0.056 -0.273
0.316 0.014 0.589
0.011 0.239 -0.218
-0.048 -0.156 0.004

=====

9.
ORCA calculation (ωB97M-V/def2-TZVPD) on 2 unconnected molecules or ions with the total composition C2H10NS3.

Values from the calculation:
- gap between HOMO and LUMO (hartree) = 0.352
- total charge = +1
- ΔE to the lowest compared entry with this formula, charge and spin (kcal per mole) = 2.6
- total energy (a.u.) = -1331.2539

Positions of all 16 atoms, in Å:
S 2.35594 2.19314 0.15529
S 2.87521 0.24348 -0.35671
H 1.17371 2.26084 -0.47882
H 2.64045 0.31555 -1.67641
C -1.06328 -0.04658 0.53476
C -1.03136 -1.08760 -0.56545
S -2.26919 -0.66660 -1.84029
N 0.11155 -0.28160 1.49622
H -1.97182 -0.08035 1.12615
H -0.89377 0.94695 0.13603
H -1.34412 -2.08607 -0.26965
H -0.05478 -1.15887 -1.04301
H -1.69299 0.45385 -2.30736
H 0.29177 0.52721 2.09292
H 0.96581 -0.44161 0.92229
H -0.09313 -1.09176 2.07404

Force components x, y, z for each atom (eV/Å):
0.079 0.106 -0.037
-0.289 -0.088 0.049
-0.035 -0.069 0.053
0.178 0.035 -0.033
0.710 -0.286 0.309
-0.433 0.318 -0.778
-0.056 -0.015 0.067
-0.290 0.021 -0.562
-0.104 0.108 -0.059
-0.180 0.114 -0.065
0.125 -0.017 0.382
0.095 0.012 0.157
0.077 -0.082 0.091
-0.045 -0.028 0.025
-0.080 0.011 0.247
0.247 -0.141 0.155

=====

10.
ORCA calculation (ωB97M-V/def2-TZVPD) on 4 unconnected molecules or ions with the total composition C2H10O2S2.

Values from the calculation:
- gap between HOMO and LUMO (hartree) = 0.142
- ΔE to the lowest compared entry with this formula, charge and spin (kcal per mole) = 150.6
- total energy (a.u.) = -1028.8189

Positions of all 16 atoms, in Å:
C -2.02588 -0.38853 -0.42378
S -1.85950 0.57014 1.13292
S 0.98261 -0.85189 -1.55033
C 1.38456 0.91531 -1.38486
H -1.68498 0.11078 -1.30803
H -3.09328 -0.50765 -0.55436
H -1.62352 -1.39635 -0.23259
H 1.37577 1.39780 -2.44807
H 2.52889 0.94007 -0.72701
H 0.79146 1.50700 -0.78116
H 0.60013 1.85220 2.67933
H 0.00757 1.05928 1.56351
O 0.87530 1.54858 1.81455
H 0.97871 -2.77732 1.22215
H 0.51575 -1.69562 0.10512
O 0.24640 -2.28381 0.89261

Force components x, y, z for each atom (eV/Å):
0.604 -0.018 2.586
-0.699 -0.825 -1.909
-0.136 1.792 -0.424
3.930 -1.317 -1.815
0.592 0.481 -0.615
-0.614 -0.090 -0.109
0.022 0.263 -0.311
0.657 -0.848 2.048
-3.233 0.013 -2.271
-1.651 0.866 1.804
0.281 0.344 0.505
2.017 0.765 0.169
-1.648 -0.985 -0.546
0.935 -0.276 0.086
0.098 -1.292 1.799
-1.153 1.127 -0.997